(1)
An isolated ion of composition C4H10NO and charge -1 in a non-equilibrium geometry, computed with wB97M-V/def2-TZVPD.

Element x y z (Å)
C: -1.558 1.058 0.405
N: -0.341 0.656 1.118
C: 1.767 0.313 -0.134
C: 0.460 -0.334 0.366
C: -0.079 -1.286 -0.868
O: 0.904 -1.841 -1.469
H: -1.202 1.489 -0.635
H: -2.307 0.126 0.119
H: -2.084 1.798 0.992
H: -0.641 0.137 1.954
H: 2.139 -0.571 -0.580
H: 2.309 0.846 0.587
H: 1.551 1.028 -1.015
H: 0.759 -0.985 1.212
H: -0.705 -0.480 -1.493
H: -0.971 -1.955 -0.558

- HOMO-LUMO gap (eV) = 6.529
- F_max (eV Å⁻¹) = 3.62
- energy above the lowest of the compared OMol25 structures with the same formula, charge and spin (eV) = 1.762
- SMILES = CN[C@H](C)C[O-]
- charge = -1

(2)
C4H13N5 as an isolated structure in a non-equilibrium geometry, computed with wB97M-V/def2-TZVPD.

Element x y z (Å)
C: 1.168 -1.579 -0.099
C: 0.294 2.076 -0.074
N: 0.577 -0.405 0.508
N: 0.490 0.857 -0.837
C: -0.698 -0.579 1.010
N: 1.705 0.823 -1.496
N: -0.826 -0.273 2.382
N: -1.742 -0.899 -1.134
C: -1.804 -0.854 0.246
H: 2.478 1.277 -1.006
H: 1.607 1.133 -2.454
H: -1.667 -0.623 2.818
H: 0.009 -0.502 2.902
H: -0.959 -0.333 -1.494
H: -2.617 -0.675 -1.590
H: -2.776 -0.965 0.705
H: 0.497 -2.153 -0.752
H: 2.023 -1.269 -0.706
H: 1.542 -2.217 0.705
H: -0.584 1.953 0.552
H: 1.152 2.291 0.570
H: 0.130 2.917 -0.755

- HOMO-LUMO gap (eV) = 7.665
- F_max (eV Å⁻¹) = 3.00
- energy above the lowest of the compared OMol25 structures with the same formula, charge and spin (eV) = 3.086
- charge = 0

(3)
C5H5O5PbS as an isolated structure, computed with wB97M-V/def2-TZVPD.

Element x y z (Å)
Pb: -0.530 -0.778 -2.586
O: 0.259 3.132 0.261
C: -0.105 1.920 -0.153
O: -0.213 1.637 -1.325
C: -0.370 0.984 1.000
O: -0.584 -0.321 0.559
C: 0.496 -1.210 0.827
C: 1.635 -1.073 -0.189
O: 2.774 -0.948 0.201
O: 1.283 -1.133 -1.446
H: 0.402 3.679 -0.526
H: -1.265 1.354 1.509
H: 0.467 1.069 1.699
H: 0.086 -2.219 0.763
H: 0.886 -1.042 1.832
S: -3.184 -2.963 -0.931
C: -2.037 -2.089 -1.493

- HOMO-LUMO gap (alpha / beta) (eV) = 6.194 / 8.626
- spin multiplicity = 2
- F_max (eV Å⁻¹) = 0.31
- energy above the lowest of the compared OMol25 structures with the same formula, charge and spin (eV) = 0.000
- charge = 0

(4)
One molecule with the formula C4H4O3, computed with wB97M-V/def2-TZVPD.

Element x y z (Å)
C: 1.129 1.138 -0.679
C: -0.052 0.522 -0.085
O: 0.022 1.886 -0.127
C: -0.236 -0.441 1.086
O: -0.003 -0.454 2.252
C: -0.981 -1.318 0.072
O: -1.010 -0.197 -0.833
H: 2.066 1.210 -0.128
H: 1.187 1.150 -1.767
H: -0.346 -2.124 -0.316
H: -1.975 -1.689 0.331

- HOMO-LUMO gap (eV) = 10.924
- F_max (eV Å⁻¹) = 0.38
- energy above the lowest of the compared OMol25 structures with the same formula, charge and spin (eV) = 2.676
- SMILES = O=C1COC12CO2
- charge = 0

(5)
An isolated ion of composition CH2O5P and charge -1 in a non-equilibrium geometry, computed with wB97M-V/def2-TZVPD.

Element x y z (Å)
C: 0.969 -1.505 0.062
O: -0.475 -0.587 -0.032
O: 1.703 -0.897 0.804
O: 0.059 1.654 0.989
O: -1.352 1.379 -1.060
O: 0.992 -2.492 -0.691
P: -1.227 0.767 0.508
H: 0.758 1.104 0.882
H: -1.427 0.579 -1.462

- HOMO-LUMO gap (eV) = 9.312
- F_max (eV Å⁻¹) = 5.01
- energy above the lowest of the compared OMol25 structures with the same formula, charge and spin (eV) = 1.865
- SMILES = O=C([O-])OP(O)O
- charge = -1

(6)
One molecule with the formula C3H5N3, computed with wB97M-V/def2-TZVPD.

Element x y z (Å)
C: 1.439 0.362 -0.758
C: 0.010 0.058 -0.534
N: 0.095 -0.755 1.888
N: -0.952 -0.260 1.614
N: -1.156 0.526 0.318
C: -1.168 -0.342 -0.844
H: 2.079 -0.208 -0.078
H: 1.729 0.139 -1.790
H: 1.606 1.425 -0.569
H: -1.773 -0.170 2.240
H: -1.910 -0.775 -1.489

- HOMO-LUMO gap (eV) = 9.137
- F_max (eV Å⁻¹) = 0.86
- energy above the lowest of the compared OMol25 structures with the same formula, charge and spin (eV) = 5.863
- charge = 0